# 1
The following is a quantum chemistry calculation of a molecular structure, C27H25AsN8O8S2W, from the Open Molecules 2025 dataset.

Each line ends with the Mulliken charge.
Cartesian coordinates (Å):
W1 -0.91 1.15 0.96  2.783
As1 -2.58 -0.68 4.26  0.485
S1 -0.09 0.06 -4.99  -0.103
S2 -4.31 0.49 1.40  0.834
O1 -2.18 1.02 -0.49  -0.634
O2 -1.87 2.06 1.98  -0.541
O3 2.41 -5.41 -0.57  -0.521
O4 -5.24 0.61 0.30  -0.486
O5 5.37 -0.96 -2.31  -0.508
O6 -3.20 0.80 4.01  -0.504
O7 -0.35 -0.12 2.30  -0.750
O8 -2.57 0.04 0.46  -0.388
N1 1.27 0.83 -0.20  0.741
N2 -0.69 3.05 -0.12  0.323
N3 2.04 4.31 3.59  -0.488
N4 0.65 2.47 2.06  0.348
N5 -0.41 -1.29 -0.14  0.305
N6 -0.23 5.23 -0.06  -0.733
N7 0.17 1.71 -3.06  0.214
N8 -0.96 4.90 -1.15  0.155
C1 1.35 2.08 3.13  -0.292
C2 0.51 -3.93 -0.35  0.257
C3 1.34 4.70 2.53  -0.519
C4 -4.23 -3.97 2.30  -0.718
C5 -1.24 3.60 -1.19  -0.678
C6 0.57 1.59 -5.33  -0.318
C7 2.99 -0.54 -1.15  -1.101
C8 2.05 3.02 3.88  -0.475
C9 0.65 2.33 -4.19  -0.677
C10 -3.48 -3.11 3.09  -0.395
C11 -5.02 -3.46 1.28  -0.615
C12 1.01 -5.35 -0.41  -0.691
C13 -1.25 -2.34 -0.07  -0.813
C14 1.38 -2.86 -0.43  -0.401
C15 1.75 -0.38 -0.55  0.527
C16 3.28 1.80 -1.09  -1.391
C17 0.65 3.78 1.76  0.476
C18 -5.04 -2.09 1.04  -0.612
C19 -0.84 -3.65 -0.19  -1.114
C20 -0.10 4.09 0.54  0.256
C21 3.79 0.55 -1.42  -0.031
C22 -0.25 0.51 -3.35  -0.224
C23 0.88 -1.56 -0.35  -0.083
C24 -3.50 -1.73 2.89  0.605
C25 5.14 0.41 -2.07  -0.537
C26 2.05 1.88 -0.50  -0.092
C27 -4.29 -1.24 1.84  0.185
H1 5.89 0.84 -1.39  0.366
H2 -0.12 -1.00 1.98  0.205
H3 0.88 1.87 -6.33  0.460
H4 -5.62 -4.12 0.67  0.447
H5 -5.64 -1.68 0.24  0.528
H6 2.63 -5.83 -1.40  0.317
H7 0.48 -5.88 -1.20  0.434
H8 1.33 5.75 2.29  0.499
H9 6.25 -1.07 -2.69  0.333
H10 -4.21 -5.03 2.49  0.462
H11 -2.88 -3.52 3.90  0.436
H12 -1.58 -4.44 -0.13  0.554
H13 2.62 2.70 4.75  0.419
H14 1.04 3.33 -4.13  0.417
H15 -2.30 -2.10 0.08  0.553
H16 3.84 2.71 -1.29  0.558
H17 1.32 1.03 3.37  0.530
H18 0.74 -5.84 0.54  0.304
H19 5.14 1.00 -2.99  0.348
H20 3.34 -1.52 -1.44  0.628
H21 2.43 -3.06 -0.55  0.703
H22 1.66 2.86 -0.28  0.310
H23 -1.24 5.61 -1.81  0.233
H24 -0.69 -0.15 -2.62  0.244
H25 -1.80 3.10 -1.95  0.655

## Properties
HOMO, eV: -14.08
Net charge: +2
ΔE to the lowest compared entry with this formula, charge and spin, kcal/mol: 111.69
LUMO level, eV: -6.54
2S+1: 1

---

# 2
The following is a quantum chemistry calculation of a molecular structure, C27H25BF4IMgNO2P, from the Open Molecules 2025 dataset.

Each line ends with the Mulliken charge.
Cartesian coordinates (Å):
I1 -2.80 -3.05 2.08  -0.712
P1 -0.29 -1.93 -1.45  1.132
Mg1 0.03 0.39 0.02  1.694
F1 0.50 2.80 -1.60  -0.329
F2 -1.30 2.78 -3.03  -0.326
F3 -1.58 3.41 -0.84  -0.371
F4 -1.12 1.20 -1.33  -0.002
O1 -0.52 -0.63 1.70  0.042
O2 1.89 0.08 -0.50  0.180
N1 0.43 2.13 1.24  0.485
C1 1.59 -0.33 -2.81  1.786
C2 0.50 -1.20 -2.95  0.349
C3 1.93 3.89 1.80  -0.758
C4 2.59 -4.84 -1.36  -0.694
C5 0.42 -0.73 -5.32  -0.696
C6 -1.84 1.99 2.05  -0.875
C7 -4.51 -3.09 -2.90  -0.464
C8 -4.28 -1.90 -2.23  -0.719
C9 1.47 0.17 -5.17  -0.708
C10 2.50 -0.21 -1.57  -2.139
C11 -0.30 3.90 2.64  -0.637
C12 2.00 -5.84 -0.61  -0.436
C13 -1.94 -2.44 -2.04  0.103
C14 -3.01 -1.58 -1.80  -0.102
C15 -0.05 -1.41 -4.21  -0.740
C16 1.63 2.71 1.15  -0.444
C17 -2.18 -3.64 -2.71  -0.212
C18 2.06 0.33 -3.94  -0.990
C19 -1.84 0.88 3.11  -0.438
C20 1.89 -3.67 -1.65  -0.455
C21 -3.46 -3.97 -3.13  -0.763
C22 -0.68 -0.09 3.02  -0.846
C23 0.95 4.50 2.56  -0.420
C24 0.71 -5.67 -0.13  -0.688
C25 -0.53 2.71 1.97  0.643
C26 0.01 -4.50 -0.41  -0.132
C27 0.59 -3.51 -1.19  0.560
B1 -0.87 2.64 -1.75  0.175
H1 -2.77 0.31 3.02  0.351
H2 -0.98 -4.36 0.01  0.152
H3 -2.10 1.59 1.07  -0.167
H4 -5.51 -3.35 -3.22  0.364
H5 -1.82 1.32 4.11  0.357
H6 3.60 -4.95 -1.73  0.402
H7 -1.36 -4.32 -2.89  0.488
H8 0.27 0.39 3.26  0.337
H9 -1.10 4.36 3.21  0.474
H10 -5.10 -1.22 -2.03  0.399
H11 -2.64 2.71 2.28  0.644
H12 1.15 5.43 3.07  0.401
H13 2.35 2.19 0.53  0.373
H14 2.37 -2.90 -2.24  0.254
H15 2.93 0.98 -3.82  0.388
H16 0.24 -6.43 0.48  0.416
H17 -0.03 -0.90 -6.29  0.405
H18 1.83 0.73 -6.03  0.378
H19 2.92 4.32 1.69  0.443
H20 2.55 -6.75 -0.38  0.362
H21 -3.63 -4.90 -3.64  0.398
H22 -1.14 -1.41 1.62  -0.535
H23 -0.84 -0.93 3.69  0.400
H24 -0.89 -2.09 -4.33  0.362
H25 -2.84 -0.65 -1.27  0.099

## Properties
HOMO, eV: -4.09
Net charge: -1
LUMO level, eV: 2.35
2S+1: 1

---

# 3
The following is a quantum chemistry calculation of a molecular structure, C27H25BrClCoN2O7P2 at a distorted geometry, from the Open Molecules 2025 dataset.

Each line ends with the Mulliken charge.
Cartesian coordinates (Å):
Br1 -0.75 6.12 -3.17  -0.172
Co1 -0.15 0.10 0.23  1.003
Cl1 0.20 -6.98 3.46  -0.283
P1 3.28 1.50 0.11  0.638
P2 2.27 -0.12 2.48  0.507
O1 2.91 0.82 3.59  -0.508
O2 3.17 2.67 1.20  -0.535
O3 1.75 1.36 -0.43  -0.043
O4 2.47 -1.52 3.15  -0.582
O5 4.28 1.77 -0.92  -0.778
O6 4.80 -0.01 1.63  -0.629
O7 0.89 0.26 2.09  -0.611
N1 -1.87 -0.53 1.08  0.077
N2 -1.35 0.40 -1.37  0.593
C1 -3.36 0.64 -3.30  -0.811
C2 1.12 4.00 -2.92  -0.516
C3 3.48 -0.04 1.11  1.320
C4 0.14 -2.72 -0.78  -0.905
C5 -5.17 -1.03 -0.52  -0.921
C6 0.36 -3.42 1.60  0.370
C7 0.18 -3.70 0.20  1.106
C8 0.07 4.66 -2.30  -0.089
C9 -0.39 4.26 -1.05  -0.707
C10 1.23 2.52 -1.05  -0.522
C11 -2.09 1.07 -3.55  -1.006
C12 -4.94 -0.46 -1.72  -0.895
C13 0.35 -4.41 2.58  -0.351
C14 1.72 2.91 -2.29  -0.318
C15 -3.30 -1.61 2.66  -0.940
C16 0.21 3.18 -0.42  0.023
C17 0.20 -5.73 2.23  -0.079
C18 -2.61 -0.01 -1.11  -0.214
C19 -1.11 0.91 -2.56  -0.371
C20 -2.87 -0.57 0.19  0.309
C21 -2.09 -1.02 2.29  -0.013
C22 3.34 -1.26 0.21  -1.864
C23 -4.13 -1.10 0.48  0.930
C24 0.04 -5.10 -0.10  -1.030
C25 0.05 -6.07 0.88  -0.466
C26 -4.32 -1.65 1.76  -0.712
C27 -3.65 0.07 -2.05  1.025
H1 -1.28 -0.92 3.00  0.501
H2 4.84 0.59 2.39  0.414
H3 1.99 -2.27 2.70  0.282
H4 -1.82 1.50 -4.51  0.475
H5 1.48 4.33 -3.88  0.465
H6 4.06 -1.18 -0.61  0.419
H7 -0.14 2.83 0.55  0.529
H8 -5.28 -2.11 2.01  0.420
H9 -0.06 -7.11 0.61  0.395
H10 2.33 -1.36 -0.21  0.274
H11 2.53 2.38 -2.75  0.492
H12 -0.09 -5.40 -1.13  0.358
H13 3.56 -2.16 0.78  0.442
H14 0.25 -1.65 -0.57  -0.559
H15 -6.14 -1.45 -0.28  0.407
H16 2.34 1.58 3.80  0.394
H17 -5.73 -0.40 -2.46  0.405
H18 -0.03 -2.97 -1.82  0.062
H19 3.74 3.41 0.95  0.349
H20 0.39 -2.38 1.87  0.097
H21 0.44 -4.15 3.63  0.434
H22 -4.14 0.74 -4.05  0.423
H23 -0.08 1.19 -2.77  0.574
H24 -3.41 -2.03 3.65  0.445
H25 -1.21 4.79 -0.58  0.474

## Properties
HOMO, eV: -4.73
LUMO level, eV: -0.58
2S+1: 1

---

# 4
The following is a quantum chemistry calculation of a molecular structure, C27H25BrF10N2OPSSc, from the Open Molecules 2025 dataset.

Each line ends with the Mulliken charge.
Cartesian coordinates (Å):
Br1 2.99 -0.06 -1.34  -0.021
Sc1 0.58 0.85 -0.34  0.720
S1 1.45 0.64 1.97  -0.320
P1 0.03 -1.74 -1.14  0.918
F1 5.20 -4.68 -1.15  -0.244
F2 -2.15 3.00 -2.68  -0.220
F3 -2.17 4.03 -0.23  -0.225
F4 -0.25 2.52 -3.59  -0.242
F5 0.54 -4.72 -1.23  -0.323
F6 -1.01 1.27 -1.97  0.007
F7 5.20 -1.98 -1.22  -0.297
F8 2.85 -6.03 -1.15  -0.252
F9 -0.31 4.20 0.83  -0.249
F10 -1.12 2.23 0.43  -0.243
O1 0.95 2.59 -1.04  -0.708
N1 -0.54 1.70 3.43  0.152
N2 1.40 2.95 3.30  0.234
C1 4.05 -2.64 -1.20  0.177
C2 -2.50 -4.06 1.90  -0.577
C3 0.69 1.88 2.97  0.468
C4 1.25 3.62 4.60  -1.252
C5 -0.68 -1.88 -2.80  0.886
C6 2.60 3.35 2.55  -1.052
C7 -1.40 -3.32 2.31  -0.842
C8 -1.01 -2.65 0.02  0.533
C9 2.84 -1.96 -1.21  -0.161
C10 -0.51 -2.46 -5.12  -0.706
C11 -1.97 -1.40 -3.01  -0.410
C12 2.86 -4.72 -1.17  0.275
C13 -0.92 2.60 -2.46  0.724
C14 -0.67 -2.60 1.37  -0.835
C15 -0.13 3.40 -1.39  0.923
C16 1.66 -4.02 -1.19  0.827
C17 4.06 -4.03 -1.17  0.631
C18 0.05 -2.41 -3.86  -0.682
C19 -2.53 -1.46 -4.28  -0.868
C20 -1.42 2.82 3.78  -1.307
C21 -1.20 0.39 3.42  -1.311
C22 0.27 4.76 -1.93  -1.772
C23 -2.11 -3.41 -0.39  -0.003
C24 -2.85 -4.10 0.56  -0.765
C25 -1.80 -1.99 -5.33  -0.671
C26 1.61 -2.63 -1.19  -0.668
C27 -0.96 3.54 -0.11  0.808
H1 -1.90 0.36 4.25  0.415
H2 -2.55 -0.99 -2.19  0.613
H3 -1.58 2.89 4.86  0.375
H4 -2.37 -3.48 -1.43  0.486
H5 -1.76 0.24 2.49  0.392
H6 -3.54 -1.10 -4.44  0.470
H7 3.47 2.78 2.88  0.345
H8 -0.48 -0.40 3.53  0.510
H9 -3.70 -4.70 0.24  0.455
H10 2.24 3.74 5.03  0.431
H11 2.77 4.41 2.74  0.432
H12 0.65 3.02 5.27  0.417
H13 2.45 3.20 1.49  0.305
H14 -2.24 -2.04 -6.32  0.438
H15 -3.08 -4.62 2.62  0.420
H16 -2.39 2.64 3.31  0.447
H17 -1.02 3.75 3.41  0.429
H18 -0.61 5.35 -2.20  0.436
H19 0.83 5.30 -1.17  0.406
H20 0.05 -2.88 -5.95  0.463
H21 1.05 -2.79 -3.71  0.410
H22 -1.12 -3.30 3.35  0.487
H23 0.90 4.63 -2.80  0.441
H24 0.20 -2.03 1.70  0.529
H25 0.80 4.61 4.49  0.393

## Properties
HOMO, eV: -14.23
Net charge: +2
ΔE to the lowest compared entry with this formula, charge and spin, kcal/mol: 0.00
LUMO level, eV: -6.38
2S+1: 1

---

# 5
The following is a quantum chemistry calculation of a molecular structure, C27H25BrI2N5O4PRu at a distorted geometry, from the Open Molecules 2025 dataset.

Each line ends with the Mulliken charge.
Cartesian coordinates (Å):
I1 -2.39 -4.43 0.14  0.038
I2 -2.54 -3.53 6.11  0.089
Ru1 0.00 0.32 -0.01  0.433
Br1 -4.23 2.89 -0.76  -0.131
P1 2.35 0.31 0.46  2.086
O1 -1.77 1.83 -0.34  -0.759
O2 -1.02 -1.66 0.38  -0.309
O3 -0.15 0.05 -2.25  -0.789
O4 -0.04 2.63 0.73  -0.644
N1 3.86 -1.12 2.31  0.147
N2 -1.38 -0.21 -2.59  0.641
N3 -0.62 0.06 2.39  0.498
N4 5.07 -0.17 0.47  0.178
N5 4.28 1.25 2.22  0.202
C1 -1.83 -1.48 -2.53  -0.099
C2 -3.84 5.49 0.28  -0.624
C3 -2.01 -3.23 1.81  -0.397
C4 -1.46 -1.55 4.00  0.849
C5 -3.21 4.27 0.05  0.184
C6 -1.88 4.08 0.40  -0.064
C7 3.05 1.64 1.58  -1.069
C8 5.35 1.01 1.27  -0.917
C9 -2.35 -3.62 3.10  -0.197
C10 -3.97 -0.78 -3.34  -0.181
C11 -3.47 0.52 -3.41  -0.725
C12 -0.38 0.91 3.36  -0.664
C13 -1.16 -0.63 5.02  -0.752
C14 -0.64 0.60 4.70  -1.434
C15 -1.15 -1.14 2.68  -0.488
C16 -2.07 -2.82 4.18  -0.251
C17 -1.38 -2.00 1.54  0.689
C18 -3.12 6.53 0.84  -0.469
C19 2.57 -1.10 1.69  -0.927
C20 4.92 -1.32 1.33  -0.944
C21 -1.19 2.78 0.24  1.428
C22 -2.18 0.78 -3.04  -0.131
C23 -1.78 6.36 1.18  -0.750
C24 3.99 0.02 -0.45  -1.065
C25 4.13 0.08 3.07  -0.936
C26 -3.12 -1.78 -2.90  -0.790
C27 -1.17 5.14 0.96  -0.443
H1 -4.98 -0.99 -3.64  0.437
H2 5.46 1.88 0.62  0.378
H3 4.68 -2.21 0.73  0.394
H4 2.29 1.86 2.34  0.387
H5 -4.87 5.62 0.02  0.440
H6 -1.12 -2.21 -2.18  0.532
H7 -0.14 4.98 1.23  0.421
H8 -1.73 1.76 -3.07  0.382
H9 0.01 1.87 3.07  0.726
H10 5.86 -1.50 1.86  0.314
H11 -0.42 1.33 5.47  0.460
H12 6.28 0.85 1.82  0.315
H13 3.90 -0.87 -1.09  0.450
H14 3.32 0.25 3.78  0.394
H15 -1.23 7.18 1.62  0.413
H16 -4.09 1.33 -3.75  0.552
H17 -2.85 -4.56 3.24  0.385
H18 5.06 -0.06 3.62  0.277
H19 2.40 -2.05 1.17  0.480
H20 4.19 0.89 -1.08  0.462
H21 3.21 2.55 0.99  0.518
H22 -1.36 -0.88 6.06  0.221
H23 1.80 -1.00 2.46  0.344
H24 -3.60 7.48 1.02  0.403
H25 -3.45 -2.81 -2.84  0.404

## Properties
HOMO (spin up / spin down), eV: -10.07 / -10.07
Net charge: +1
ΔE to the lowest compared entry with this formula, charge and spin, kcal/mol: 75.02
LUMO level (spin up / spin down), eV: -4.86 / -4.82
2S+1: 2

---

# 6
The following is a quantum chemistry calculation of C27H25N3O8 in the gas phase, from the Open Molecules 2025 dataset.

Each line ends with the Mulliken charge.
Cartesian coordinates (Å):
O1 -0.18 -0.20 -1.57  -0.687
O2 5.15 1.65 0.26  -0.507
O3 -1.00 2.62 -1.24  -0.436
O4 -4.67 -0.94 -1.31  -0.657
O5 5.09 -0.63 -1.45  -0.447
O6 1.41 -2.93 1.68  -0.657
O7 -0.67 3.13 0.92  -0.621
O8 3.16 2.25 1.72  -0.439
N1 -3.01 0.63 -1.10  0.128
N2 0.58 -1.54 0.09  0.588
N3 -1.51 -1.90 -0.90  0.201
C1 -3.52 -0.58 -1.43  1.022
C2 6.46 1.18 0.03  -0.808
C3 5.08 -1.81 -2.21  -0.913
C4 1.82 0.38 0.93  0.402
C5 4.09 0.79 0.16  1.296
C6 -0.35 -1.15 -0.83  0.660
C7 1.78 -0.74 0.12  -2.902
C8 -2.29 -4.96 1.83  -0.642
C9 -1.80 -2.90 0.00  0.745
C10 -3.49 3.67 0.94  -0.588
C11 -5.62 2.67 0.53  -0.578
C12 -5.02 1.67 -0.21  -0.581
C13 2.85 -1.11 -0.66  0.215
C14 2.98 1.15 0.96  0.117
C15 -2.44 -1.53 -1.96  -1.752
C16 -1.06 -4.33 1.82  -0.567
C17 -3.05 -3.53 0.05  -0.946
C18 -0.81 -3.30 0.91  0.302
C19 -1.40 2.82 0.01  0.583
C20 -2.87 2.69 0.16  0.673
C21 -4.86 3.67 1.12  -0.676
C22 0.49 -2.62 0.95  0.736
C23 2.13 2.63 2.61  -0.605
C24 0.39 2.81 -1.54  -0.636
C25 -3.28 -4.54 0.95  -0.725
C26 4.01 -0.34 -0.66  0.564
C27 -3.64 1.66 -0.40  0.320
H1 -3.85 -3.20 -0.60  0.409
H2 -1.86 -1.04 -2.75  0.543
H3 -6.70 2.66 0.66  0.405
H4 2.77 -1.99 -1.28  0.487
H5 6.05 -1.86 -2.70  0.249
H6 0.85 1.83 -1.65  0.142
H7 6.64 0.24 0.54  0.322
H8 0.87 3.36 -0.74  0.325
H9 2.51 3.51 3.13  0.269
H10 -2.88 4.43 1.38  0.434
H11 1.93 1.84 3.34  0.338
H12 -5.33 4.44 1.71  0.414
H13 -4.25 -5.01 0.98  0.427
H14 4.29 -1.79 -2.97  0.329
H15 -2.02 0.79 -1.31  0.017
H16 4.95 -2.70 -1.58  0.365
H17 6.67 1.06 -1.04  0.231
H18 -2.91 -2.43 -2.36  0.553
H19 0.44 3.36 -2.48  0.299
H20 -0.27 -4.60 2.50  0.497
H21 -2.48 -5.76 2.53  0.417
H22 1.20 2.88 2.09  0.136
H23 0.97 0.65 1.53  0.413
H24 7.11 1.95 0.44  0.293
H25 -5.62 0.89 -0.64  0.505

## Properties
HOMO, eV: -8.04
ΔE to the lowest compared entry with this formula, charge and spin, kcal/mol: 0.00
LUMO level, eV: 0.25
2S+1: 1
SMILES string: COC(=O)c1ccccc1NC(=O)Cn1c(=O)n(-c2cc(OC)c(OC)c(OC)c2)c(=O)c2ccccc21